1.
The following is a quantum chemistry calculation of a molecular structure, C26H33ClNPb, from OMol25.

CARTESIAN COORDINATES (ANGSTROEM)
C 1.30 -2.84 0.40
C 2.20 -2.04 -0.38
C 1.64 -1.91 -1.69
C 0.40 -2.62 -1.71
C 0.19 -3.18 -0.43
Pb -0.13 -0.24 0.47
C -2.69 1.44 -0.22
C -2.59 1.05 1.10
H -2.70 1.80 1.89
C -2.33 -0.31 1.48
H -2.83 -1.13 0.95
H -2.07 -0.52 2.52
C -2.77 2.89 -0.56
H -2.25 3.51 0.18
H -2.33 3.10 -1.55
H -3.81 3.23 -0.59
C -2.88 0.41 -1.28
H -2.28 -0.50 -1.12
H -3.93 0.05 -1.31
H -2.63 0.79 -2.28
C 3.47 -1.45 0.07
H 3.47 -1.26 1.15
H 4.31 -2.12 -0.14
H 3.67 -0.50 -0.45
C 2.24 -1.13 -2.79
H 2.36 -0.07 -2.50
H 3.24 -1.51 -3.05
H 1.62 -1.16 -3.69
C -0.49 -2.76 -2.89
H -0.47 -1.86 -3.52
H -0.18 -3.60 -3.52
H -1.53 -2.94 -2.58
C -0.98 -3.99 0.00
H -1.89 -3.69 -0.54
H -0.81 -5.06 -0.22
H -1.16 -3.90 1.07
C 1.50 -3.23 1.82
H 0.53 -3.39 2.32
H 2.07 -4.17 1.89
H 2.06 -2.46 2.38
C 0.05 1.25 -1.40
C 0.42 2.45 -0.86
C -0.13 1.10 -2.76
C 0.79 3.52 -1.69
H 0.56 2.51 0.23
C 0.18 2.18 -3.61
H -0.51 0.16 -3.20
C 0.69 3.37 -3.08
H 1.16 4.45 -1.24
H -0.01 2.09 -4.69
H 1.00 4.19 -3.74
Cl 0.39 4.76 4.28
C 0.43 3.05 4.11
C 0.76 2.22 5.19
C 0.76 0.84 4.98
C 0.50 0.35 3.70
N 0.23 1.15 2.66
C 0.09 2.48 2.88
H 0.97 2.66 6.16
H 0.95 0.14 5.79
H 0.50 -0.73 3.51
H -0.29 3.11 2.06

Summary:
Net charge   +1
Spin multiplicity   1
Electronic energy   -46748.3506 eV
LUMO energy (spin up / spin down)   -0.1603 / -0.1613 hartree

=====

2.
The following is a quantum chemistry calculation of a molecular structure, C26H33CuO5, from OMol25.

CARTESIAN COORDINATES (ANGSTROEM)
O -2.38 0.21 -4.60
C -2.26 -1.06 -5.33
C -3.02 -0.59 -6.55
H -2.77 -1.88 -4.80
H -1.22 -1.31 -5.56
C -3.13 0.73 -5.74
H -3.97 -1.09 -6.71
H -2.40 -0.50 -7.45
C -4.57 1.05 -5.41
H -5.10 0.21 -4.94
H -5.11 1.30 -6.33
H -4.62 1.92 -4.75
C -2.41 1.89 -6.39
H -1.36 1.64 -6.62
H -2.45 2.75 -5.72
H -2.89 2.16 -7.34
Cu 1.26 1.56 1.49
C 3.55 2.15 1.41
C 3.45 0.75 1.60
C 2.63 0.20 0.56
H 3.95 0.19 2.38
C 2.24 1.29 -0.30
C 2.79 2.50 0.25
H 2.66 3.51 -0.15
H 4.15 2.83 2.02
H 2.37 -0.85 0.43
H 1.64 1.20 -1.21
C 0.28 2.43 3.37
C 0.29 3.30 2.23
C -0.46 2.67 1.18
H 0.76 4.28 2.19
C -0.93 1.40 1.68
C -0.48 1.27 3.03
H -0.72 0.46 3.70
H 0.75 2.63 4.33
H -0.64 3.07 0.18
H -1.53 0.67 1.14
O -1.96 -1.02 -1.34
C -1.19 0.08 -1.86
C -0.05 -0.49 -2.72
H -0.74 0.72 -1.05
H -1.88 0.73 -2.41
C -0.38 -2.00 -2.78
H 0.93 -0.39 -2.23
H -0.02 0.01 -3.69
C -1.08 -2.18 -1.44
H 0.51 -2.63 -2.90
H -1.09 -2.14 -3.61
H -0.29 -2.18 -0.66
H -1.69 -3.09 -1.34
O 1.01 -3.20 4.35
C 1.55 -2.77 5.47
C 1.59 -3.60 6.62
C 2.19 -3.15 7.79
C 2.76 -1.87 7.84
C 2.71 -1.03 6.72
C 2.10 -1.45 5.53
C 1.99 -0.55 4.33
O 2.44 0.61 4.41
O 1.41 -1.05 3.28
H 1.11 -2.33 3.68
H 1.16 -4.60 6.57
H 2.21 -3.78 8.67
H 3.24 -1.52 8.76
H 3.14 -0.03 6.74

Summary:
Relative energy (zero: lowest compared OMol25 entry of this formula, charge and spin)   0.0 kcal per mole
Net charge   -1
Spin multiplicity   2
Electronic energy   -82372.9892 eV
<S²>   0.760
LUMO energy (spin up / spin down)   0.0758 / 0.0758 hartree

=====

3.
The following is a quantum chemistry calculation of a molecular structure, C26H33EuN4O3SSe, from OMol25.

CARTESIAN COORDINATES (ANGSTROEM)
Eu 0.72 0.52 0.27
C 3.54 1.38 1.36
N 2.93 0.08 1.71
C 3.87 -1.01 1.37
C 3.86 -1.40 -0.10
C 2.77 -2.39 -0.49
N 1.37 -1.89 -0.46
C 0.54 -2.74 -0.92
C -0.92 -2.66 -1.06
C -1.55 -3.81 -1.56
C -2.91 -3.88 -1.73
C -3.68 -2.76 -1.38
C -3.09 -1.62 -0.89
C -1.70 -1.54 -0.72
O -1.16 -0.43 -0.29
C 2.67 0.11 3.16
C 2.04 -1.15 3.76
C 0.85 -1.70 2.96
N 0.10 -0.60 2.41
C -1.05 -0.27 2.94
C -1.77 0.90 2.56
C -3.14 1.01 2.87
C -3.88 2.10 2.46
C -3.26 3.16 1.74
C -1.91 3.12 1.47
C -1.11 2.03 1.89
O 0.18 2.05 1.71
H 4.42 1.58 1.98
H 2.81 2.18 1.52
H 3.85 1.39 0.31
H 3.60 -1.88 1.97
H 4.88 -0.71 1.68
H 4.81 -1.90 -0.32
H 3.82 -0.52 -0.74
H 2.83 -3.25 0.18
H 2.98 -2.75 -1.50
H 0.94 -3.70 -1.27
H -0.93 -4.67 -1.82
H -3.38 -4.77 -2.12
H -4.76 -2.80 -1.51
H -3.67 -0.75 -0.61
H 2.00 0.95 3.34
H 3.61 0.31 3.70
H 1.70 -0.88 4.76
H 2.78 -1.95 3.89
H 0.23 -2.33 3.61
H 1.21 -2.32 2.13
H -1.51 -0.91 3.70
H -3.62 0.20 3.40
H -4.94 2.15 2.69
H -3.85 4.01 1.42
H -1.41 3.92 0.95
O -0.39 2.14 -1.07
S -1.66 1.74 -1.83
C -2.04 3.19 -2.87
C -1.67 2.86 -4.32
C -1.80 1.34 -4.46
C -1.09 0.77 -3.25
H -1.46 4.01 -2.44
H -3.10 3.39 -2.75
H -0.64 3.16 -4.52
H -2.32 3.39 -5.02
H -1.36 0.97 -5.39
H -2.86 1.05 -4.46
H -0.02 0.95 -3.28
H -1.29 -0.29 -3.06
Se 3.97 1.77 -3.73
C 2.88 1.32 -2.39
N 2.17 1.02 -1.51

Summary:
Relative energy (zero: lowest compared OMol25 entry of this formula, charge and spin)   0.0 kcal per mole
Net charge   0
Spin multiplicity   7
Electronic energy   -135113.7681 eV
<S²>   12.009
LUMO energy (spin up / spin down)   0.0080 / 0.0079 hartree

=====

4.
The following is a quantum chemistry calculation of 3 unconnected molecules or ions with the total composition C26H33FI2N7O5S, from OMol25.

CARTESIAN COORDINATES (ANGSTROEM)
C -4.54 -4.86 -2.50
C -3.36 -4.56 -1.40
C -2.67 -3.05 -1.60
F -1.69 -3.22 -2.70
N -2.13 -2.63 -0.28
C -2.41 -1.24 0.26
N -3.54 -1.05 1.04
I -4.90 -2.59 1.46
C -3.88 0.29 1.67
C -3.67 0.32 3.32
C -2.72 -0.88 3.89
C -2.86 1.74 3.67
N -1.30 -0.24 -0.12
C -1.48 0.51 -1.42
C -2.35 1.94 -1.26
O -1.80 3.06 -0.74
I -4.44 2.03 -1.96
C -0.19 -1.24 -0.50
C 1.37 -0.73 -0.46
N 2.28 -1.97 -0.54
C -0.60 -2.75 -0.05
N -0.59 -3.18 1.40
C 0.52 -2.77 2.08
S 1.60 -1.71 2.94
H -5.60 -4.43 -2.23
H -4.69 -6.03 -2.63
H -4.23 -4.48 -3.59
H -3.65 -4.78 -0.29
H -2.48 -5.31 -1.66
H -3.56 -2.34 -1.94
H -5.02 0.50 1.47
H -3.28 1.20 1.26
H -4.73 0.34 3.83
H -1.65 -0.95 3.37
H -2.47 -0.60 5.03
H -3.22 -1.94 3.94
H -1.82 1.67 3.10
H -2.61 1.82 4.81
H -3.45 2.67 3.25
H -2.13 -0.13 -2.20
H -0.45 0.87 -1.90
H -0.37 -1.29 -1.69
H 1.59 -0.06 0.48
H 1.59 -0.09 -1.42
H 3.26 -1.60 -0.65
H 2.07 -2.49 -1.41
H -0.12 -3.67 -0.59
C 3.59 2.52 -6.35
C 2.78 1.49 -6.83
C 2.51 0.38 -6.02
C 3.06 0.32 -4.73
C 3.88 1.35 -4.25
C 4.14 2.45 -5.08
N 2.76 -0.82 -3.86
O 2.05 -1.73 -4.32
O 3.24 -0.82 -2.72
H 3.79 3.38 -6.99
H 2.35 1.54 -7.82
H 1.87 -0.42 -6.40
H 4.32 1.32 -3.26
H 4.78 3.26 -4.72
C 2.57 1.54 4.33
C 2.26 2.52 5.27
C 2.85 3.79 5.18
C 3.75 4.05 4.14
C 4.07 3.06 3.20
C 3.48 1.80 3.31
N 4.35 5.39 4.03
O 4.05 6.23 4.89
O 5.12 5.59 3.07
H 2.11 0.55 4.41
H 1.55 2.31 6.07
H 2.59 4.54 5.92
H 4.77 3.25 2.40
H 3.72 1.03 2.58

Summary:
Relative energy (zero: lowest compared OMol25 entry of this formula, charge and spin)   189.2 kcal per mole
Net charge   +1
Spin multiplicity   1
Electronic energy   -77896.5519 eV
LUMO energy   -0.1782 hartree